C26H28N4O4 | ωB97M-V/def2-TZVPD

Its total energy is -1527.5439 Eh. Its highest occupied orbital energy is -8.12 eV. For the gap between HOMO and LUMO, the calculation gives 7.8 eV. For the energy above the lowest of the compared OMol25 structures with the same formula, charge and spin, the calculation gives 3.364 eV. Its SMILES is COc1cccc([C@@H]2/C(=C(/O)c3cnn(-c4ccccc4)c3C)C(=O)C(=O)N2CCN(C)C)c1.

```
! wB97M-V def2-TZVPD RIJCOSX def2/J DEFGRID3
* xyz 0 1
C -2.2046 -4.8059 0.8189
O -1.8579 -3.6496 0.0951
C -1.7281 -2.4750 0.7683
C -1.9100 -2.3106 2.1367
C -1.7641 -1.0534 2.7003
C -1.4471 0.0432 1.9235
C -1.2588 -0.1131 0.5546
C -1.0042 1.0940 -0.3269
C -0.1950 2.1747 0.3326
C 1.1492 2.2398 0.6202
O 1.6326 3.3337 1.2015
C 2.1281 1.2285 0.2958
C 1.9346 -0.1147 -0.1095
N 3.0784 -0.7072 -0.3322
N 4.0341 0.2085 -0.1094
C 5.3768 -0.1544 -0.3150
C 5.7911 -1.4177 0.0925
C 7.1003 -1.8094 -0.1126
C 7.9981 -0.9484 -0.7229
C 7.5773 0.3005 -1.1475
C 6.2670 0.7009 -0.9538
C 3.5196 1.3893 0.2963
C 4.3472 2.5492 0.7036
C -1.0444 3.3055 0.5814
O -0.7232 4.3539 1.1443
C -2.3935 2.9913 -0.0296
O -3.3839 3.6888 -0.0697
N -2.2701 1.7636 -0.5876
C -3.3575 1.1131 -1.2685
C -4.4036 0.5440 -0.2788
N -5.4557 -0.2505 -0.8646
C -6.3209 0.4806 -1.7640
C -5.0098 -1.5008 -1.4379
C -1.3970 -1.3674 -0.0135
H -2.2550 -5.6078 0.0843
H -1.4479 -5.0511 1.5707
H -3.1801 -4.6982 1.3039
H -2.1664 -3.1455 2.7689
H -1.9096 -0.9327 3.7631
H -1.3540 1.0200 2.3723
H -0.5617 0.7702 -1.2801
H 0.8764 3.9778 1.3362
H 1.0238 -0.6649 -0.2063
H 5.0744 -2.0757 0.5576
H 7.4219 -2.7892 0.2064
H 9.0215 -1.2542 -0.8779
H 8.2691 0.9657 -1.6420
H 5.9343 1.6594 -1.3197
H 3.8947 3.0295 1.5670
H 5.3583 2.2333 0.9514
H 4.3917 3.2914 -0.0937
H -2.9460 0.3146 -1.8885
H -3.8403 1.8602 -1.9053
H -4.8638 1.3862 0.2439
H -3.8912 -0.0772 0.4604
H -7.2180 -0.1129 -1.9429
H -5.8548 0.6982 -2.7364
H -6.6115 1.4192 -1.2969
H -5.8809 -2.1347 -1.6065
H -4.3439 -2.0026 -0.7384
H -4.4866 -1.3827 -2.3991
H -1.2595 -1.5213 -1.0736
*
```

Atom charges from the Mulliken analysis, given in e for atoms 1 to 2: -0.946, -0.426